Model 1:
Here is a structure of composition C30H27CaCl3N7O7S2 from the OMol25 dataset. Energies are from ωB97M-V/def2-TZVPD.

XYZ file:
```
77
C30H27CaCl3N7O7S2 ωB97M-V/def2-TZVPD
Ca -0.260 0.250 0.077
Cl 5.749 -4.815 -2.097
C 4.428 -3.757 -1.636
C 4.695 -2.597 -0.906
C 3.671 -1.757 -0.545
C 2.314 -2.029 -0.882
O 1.397 -1.192 -0.577
C 2.074 -3.233 -1.610
C 0.740 -3.671 -2.034
O -0.334 -3.237 -1.684
C 3.139 -4.059 -1.991
H 5.718 -2.364 -0.637
H 3.866 -0.847 0.010
H 0.771 -4.524 -2.751
H 2.931 -4.955 -2.565
Cl 1.759 3.535 6.647
C 1.152 2.502 5.374
C 1.310 1.117 5.479
C 0.833 0.301 4.490
Cl 1.032 -1.420 4.654
C 0.179 0.787 3.312
O -0.271 -0.016 2.428
C 0.047 2.205 3.254
C -0.576 2.890 2.133
O -0.948 2.410 1.078
C 0.522 3.031 4.282
H 1.805 0.688 6.339
H -0.703 3.979 2.289
H 0.394 4.104 4.197
N -3.171 0.432 2.447
C -3.584 0.316 1.156
N -2.779 0.302 0.135
C -3.478 0.176 -1.052
C -4.822 0.113 -0.932
S -5.266 0.224 0.732
C -2.684 0.069 -2.283
C -3.114 0.204 -3.556
S -1.809 -0.071 -4.646
C -0.754 -0.306 -3.290
N -1.339 -0.207 -2.135
N 0.559 -0.642 -3.448
H -2.182 0.205 2.564
H -3.771 0.005 3.133
H -5.559 -0.034 -1.702
H -4.099 0.461 -3.907
H 1.047 -0.125 -4.163
H 1.042 -0.673 -2.551
C 0.118 -3.259 1.644
C -1.288 -2.888 1.510
N -2.394 -2.594 1.405
H 0.723 -2.355 1.705
H 0.418 -3.832 0.770
H 0.259 -3.843 2.552
C -0.028 5.369 -1.267
C 0.729 5.218 -2.582
C 1.680 4.004 -2.618
C 2.402 3.949 -3.972
C 3.368 2.775 -4.087
C 2.719 4.203 -1.535
O 3.526 5.114 -1.563
N 2.692 3.308 -0.509
C 1.767 2.265 -0.367
O 1.814 1.614 0.680
N 0.869 1.995 -1.326
C 0.811 2.742 -2.456
O 0.055 2.473 -3.381
H -0.705 6.223 -1.312
H 0.658 5.536 -0.433
H -0.622 4.480 -1.040
H 1.327 6.111 -2.779
H 0.026 5.088 -3.407
H 2.939 4.890 -4.104
H 1.631 3.878 -4.740
H 4.159 2.838 -3.337
H 3.844 2.757 -5.068
H 2.848 1.824 -3.948
H 3.342 3.436 0.253
```

Charge   -1

Model 2:
Here is a structure of composition C30H27CaCl3N7O7S2 from the OMol25 dataset. Energies are from ωB97M-V/def2-TZVPD.

XYZ file:
```
77
C30H27CaCl3N7O7S2 ωB97M-V/def2-TZVPD
Ca -0.323 1.117 -0.294
Cl -7.461 -1.570 -0.140
C -5.971 -0.664 -0.004
C -5.717 0.079 1.158
C -4.563 0.805 1.275
C -3.576 0.839 0.244
O -2.534 1.575 0.374
C -3.855 0.049 -0.913
C -2.943 -0.068 -2.030
O -1.803 0.361 -2.122
C -5.056 -0.674 -1.017
H -6.445 0.073 1.960
H -4.358 1.379 2.169
H -3.361 -0.625 -2.893
H -5.245 -1.254 -1.914
Cl -1.312 1.186 7.005
C -0.654 1.045 5.392
C 0.017 -0.129 5.031
C 0.544 -0.250 3.774
Cl 1.382 -1.704 3.325
C 0.433 0.771 2.773
O 0.958 0.626 1.628
C -0.265 1.947 3.194
C -0.460 3.083 2.308
O -0.232 3.135 1.112
C -0.784 2.066 4.493
H 0.120 -0.938 5.742
H -0.855 3.985 2.815
H -1.298 2.978 4.774
N -2.756 3.615 -1.658
C -1.520 3.844 -2.168
N -0.499 3.078 -1.933
C 0.632 3.519 -2.587
C 0.472 4.633 -3.338
S -1.173 5.164 -3.251
C 1.861 2.753 -2.356
C 2.995 2.755 -3.093
S 4.143 1.671 -2.402
C 2.996 1.264 -1.165
N 1.865 1.901 -1.269
N 3.313 0.395 -0.156
H -2.773 2.944 -0.882
H -3.389 4.392 -1.597
H 1.210 5.184 -3.893
H 3.199 3.293 -4.003
H 3.679 -0.472 -0.533
H 2.492 0.200 0.419
C 3.622 1.961 3.070
C 4.333 3.085 2.475
N 4.873 3.978 1.998
H 2.808 2.336 3.692
H 4.297 1.370 3.686
H 3.195 1.339 2.288
C -0.154 -3.417 -3.536
C 1.091 -4.060 -2.933
C 1.344 -3.653 -1.469
C 2.613 -4.341 -0.944
C 2.924 -3.992 0.508
C 0.174 -4.144 -0.642
O -0.104 -5.324 -0.536
N -0.555 -3.180 -0.015
C -0.352 -1.800 -0.134
O -1.175 -1.071 0.426
N 0.684 -1.303 -0.827
C 1.559 -2.129 -1.441
O 2.561 -1.710 -2.019
H -0.277 -3.720 -4.577
H -0.093 -2.327 -3.509
H -1.055 -3.717 -2.997
H 1.977 -3.766 -3.499
H 1.008 -5.148 -2.964
H 3.435 -4.032 -1.590
H 2.476 -5.419 -1.049
H 3.042 -2.914 0.641
H 3.847 -4.471 0.835
H 2.125 -4.323 1.175
H -1.354 -3.463 0.533
```

Charge   -1

Energies relative to the most stable structure are model 1 31.7; model 2 0.0, reported in kJ/mol.